#w
The following is a quantum chemistry calculation of a 5-piece molecular cluster, C5H19NO4 overall, from OMol25.

The geometry in ORCA input format:
```
! RIJCOSX wB97M-V def2-TZVPD def2/J DEFGRID3
* xyz 0 1
C 0.07595 -1.19864 2.79755
C 0.41268 -1.32987 1.29308
C 0.75111 0.05074 0.72060
C 2.18712 0.37659 1.09496
C 3.23883 0.09379 0.34915
N -0.69309 -2.00914 0.59822
H -0.18430 -2.18655 3.19540
H 0.84759 -0.75843 3.42779
H -0.82244 -0.59295 2.93501
H 1.33155 -1.90520 1.20997
H 0.08077 0.87006 0.99902
H 0.64758 0.05101 -0.36345
H 2.26375 1.01466 1.97291
H 4.20290 0.53135 0.53616
H 3.12654 -0.58477 -0.49081
H -0.89512 -2.85148 1.11541
H -1.54294 -1.47480 0.74210
H 1.37193 -3.36565 -2.04215
H 0.91657 -2.47999 -0.86228
O 1.22760 -2.45606 -1.79033
H -1.19877 3.59103 -1.83225
H -0.47934 2.71197 -3.00658
O -0.87246 2.70963 -2.11013
H -3.15120 2.12868 -0.21883
H -2.74720 2.88729 1.02327
O -2.57501 2.85584 0.07676
H -1.85307 1.17017 -1.72746
H -1.35689 -0.16862 -1.89074
O -2.20703 0.27483 -1.92063
*
```

lowest unoccupied orbital energy: 0.0209 hartree
SMILES: C=CC[C@@H](C)N.O.O.O.O
Kohn-Sham gap: 10.02 eV
HOMO: -9.45 eV

#x
The following is a quantum chemistry calculation of a 5-piece molecular cluster, C5H19NO4 overall, from OMol25.

The geometry in ORCA input format:
```
! RIJCOSX wB97M-V def2-TZVPD def2/J DEFGRID3
* xyz 0 1
C 1.55092 0.18397 -0.26137
N 0.50954 0.04123 0.76404
C -0.13988 -1.25922 0.80862
C -0.37577 1.19432 0.63377
C -0.36139 1.58054 -0.88897
C 0.77094 0.76526 -1.47326
H 2.21341 0.96550 0.10530
H 2.01046 -0.74338 -0.58495
H -0.70560 -1.59496 -0.06896
H 0.68294 -1.97033 0.87245
H -0.64047 -1.49391 1.74052
H -1.38764 0.91807 0.85024
H 0.03081 2.02341 1.20994
H -1.34442 1.30029 -1.25674
H -0.25594 2.62261 -1.10714
H 1.38280 1.23727 -2.23641
H 0.39392 -0.12594 -1.99723
H 2.53299 -2.23289 1.83370
H 2.00462 -1.06830 2.57083
O 2.33901 -1.96222 2.73714
H 2.86721 1.12692 3.31270
H 1.70215 1.00619 2.44713
O 2.38741 1.66145 2.67099
H -2.48867 0.84937 -3.16669
H -1.77169 -0.56855 -3.13428
O -2.52752 -0.06262 -2.87520
H -3.42943 -1.30904 -1.82442
H -4.17622 -1.19886 -0.56606
O -3.77450 -1.88616 -1.11568
*
```

lowest unoccupied orbital energy: 0.0130 hartree
SMILES: CN1CCCC1.O.O.O.O
Kohn-Sham gap: 9.32 eV
HOMO: -8.97 eV

Stability comparison, relative energies in hartree: #w 0.0000; #x 0.0025

#w
The following is a quantum chemistry calculation of a 2-piece molecular cluster, C4H13N2O2 overall, from OMol25.

The geometry in ORCA input format:
```
! RIJCOSX wB97M-V def2-TZVPD def2/J DEFGRID3
* xyz 1 1
O 1.55364 0.05648 -0.85792
C 0.33031 0.16849 -1.10208
N -0.10711 0.04333 -2.42892
C -1.38697 0.36386 -2.96720
C -0.57218 0.31711 0.10158
N 0.03550 -0.14731 1.38839
C -0.19379 0.83036 2.49308
H 0.68348 -0.00948 -3.13654
H -1.99020 -0.47062 -3.18269
H -1.96531 0.95503 -2.15876
H -1.27286 0.85616 -3.97503
H -0.99466 1.41632 0.35181
H -1.44380 -0.26821 -0.23930
H 1.23959 -0.28881 1.12928
H -0.42634 -1.03102 1.59753
H 0.70522 0.85484 3.21291
H -1.16689 0.59022 3.07399
H -0.31307 1.90686 2.17654
H 3.21898 -1.82134 1.58990
H 1.85457 -2.60835 1.36805
O 2.21190 -1.71393 1.56537
*
```

lowest unoccupied orbital energy: -0.1134 hartree
Kohn-Sham gap: 10.25 eV
HOMO: -13.34 eV

#x
The following is a quantum chemistry calculation of a 2-piece molecular cluster, C4H13N2O2 overall, from OMol25.

The geometry in ORCA input format:
```
! RIJCOSX wB97M-V def2-TZVPD def2/J DEFGRID3
* xyz 1 1
O -2.44423 -1.94281 -1.12574
C -2.35795 -1.29594 -0.11534
C -1.21945 -0.28529 0.09738
C -0.08408 -0.31942 -0.93514
C 1.31991 -0.67232 -0.62324
N 1.86486 0.19317 0.47748
N -0.60239 -0.67683 1.41900
H -3.20336 -1.29510 0.63016
H -1.67305 0.71524 0.15509
H -0.12311 0.61655 -1.54772
H -0.53298 -1.06900 -1.69009
H 1.89709 -0.50418 -1.52180
H 1.42471 -1.78469 -0.40618
H 1.47285 -0.17386 1.36114
H 1.70215 1.21498 0.37342
H 2.90866 0.01438 0.40069
H -0.46615 -1.67893 1.39112
H -1.12547 -0.43957 2.25188
H 0.72079 3.65725 0.26140
H 0.01400 2.97188 -0.83113
O 0.50720 2.75448 -0.02240
*
```

lowest unoccupied orbital energy: -0.1155 hartree
Kohn-Sham gap: 9.99 eV
HOMO: -13.13 eV

Stability comparison, relative energies in hartree: #w 0.0259; #x 0.0000